[1]
C46H49N6ReS2Te as an isolated structure, computed with the ωB97M-V functional and the def2-TZVPD basis.

Structure (XYZ):
```
105
C46H49N6ReS2Te (the ωB97M-V functional and the def2-TZVPD basis)
Re 0.01992 -0.29164 -1.28502
C 2.35450 -2.97039 3.79734
C 2.86235 -3.24147 2.37756
C 2.60983 -2.10116 1.43947
C 3.41568 -0.95878 1.20953
C 4.75461 -0.65787 1.81656
C 5.89964 -0.83948 0.81404
C 2.74353 -0.15260 0.28332
C 2.93272 1.22931 -0.06914
C 1.90603 2.02698 -0.44759
C 1.81076 3.48180 -0.35907
C 2.98963 4.39675 -0.34243
C 3.58412 4.59005 -1.74188
C 0.49641 3.79762 -0.22990
C -0.24521 2.53443 -0.24660
C -1.48886 2.24108 0.29816
C -1.72577 1.00018 0.91208
N -1.05907 -0.16841 0.72299
C -1.44556 -1.01177 1.80546
C -1.15459 -2.30498 2.10468
C -0.52763 -3.25541 1.21844
N 0.39453 -2.76065 0.32527
C 0.09313 -3.22450 -0.92959
C 0.46717 -2.37817 -2.07852
C 1.49357 -1.92605 0.63092
N 1.59112 -0.79485 -0.06977
C -0.87527 -4.19945 -0.80319
C -1.26745 -4.23074 0.56239
C -2.41715 -4.99480 1.14463
C -3.76425 -4.28372 0.96395
C -1.48626 -4.96151 -1.94368
C -0.45935 -5.74902 -2.75923
C -2.41787 -0.28529 2.63194
C -2.62995 0.91150 2.05951
C -3.55218 1.99937 2.51518
C -4.81755 2.10010 1.65884
C -3.03330 -0.79146 3.89911
C -2.12465 -0.58136 5.11432
N 0.59816 1.54161 -0.55156
C -0.13824 5.13668 -0.03974
C -0.81819 5.63566 -1.31788
H 2.50264 -3.83613 4.44786
H 1.28999 -2.72933 3.77771
H 2.87831 -2.11860 4.23763
H 2.37528 -4.13741 1.98373
H 3.93421 -3.45454 2.41158
H 4.91408 -1.31117 2.67823
H 4.76856 0.36694 2.20154
H 5.88885 -1.84514 0.39076
H 6.87263 -0.66907 1.28205
H 5.79699 -0.14148 -0.01998
H 3.89280 1.68830 0.13703
H 3.75410 3.98527 0.32253
H 2.69857 5.36216 0.07548
H 3.87617 3.63663 -2.18356
H 4.46534 5.23288 -1.70380
H 2.85151 5.05308 -2.40571
H -2.15220 3.05939 0.54181
H -1.71183 -2.71682 2.93759
H -0.11033 -2.65428 -2.95863
H -2.23014 -5.17710 2.20521
H -2.46812 -5.97768 0.66928
H -3.73443 -3.28065 1.39384
H -4.57510 -4.83941 1.44112
H -4.00256 -4.17394 -0.09580
H -2.02087 -4.26993 -2.60392
H -2.24139 -5.64663 -1.55069
H 0.23920 -5.07923 -3.26395
H -0.94468 -6.36459 -3.52010
H 0.12503 -6.40274 -2.10880
H -3.02520 2.95704 2.49830
H -3.82909 1.82404 3.55663
H -4.56596 2.32156 0.62012
H -5.48137 2.88706 2.02279
H -5.36383 1.15524 1.66938
H -3.27366 -1.85241 3.80489
H -3.98556 -0.28256 4.05887
H -1.17801 -1.10784 4.98313
H -2.59651 -0.94279 6.02996
H -1.89676 0.47864 5.24049
H 0.61317 5.85861 0.28574
H -0.87936 5.07250 0.76327
H -0.08920 5.73228 -2.12480
H -1.29269 6.60780 -1.16392
H -1.58057 4.93024 -1.65054
S 1.46277 0.18096 -3.18470
C 2.69395 -1.00602 -2.93125
S 2.22579 -2.60990 -2.49442
C 4.02655 -0.72870 -3.12674
C 4.49073 0.59815 -3.40453
N 4.86504 1.66662 -3.61867
C 5.02859 -1.74346 -2.96726
N 5.83518 -2.55611 -2.83968
Te -2.26706 -0.31882 -2.67597
C -2.61932 1.72025 -3.13760
C -1.89513 2.34600 -4.15004
C -2.17632 3.66025 -4.50885
C -3.19180 4.35827 -3.86962
C -3.91557 3.74111 -2.85693
C -3.62595 2.43265 -2.48917
H -1.10363 1.80548 -4.65482
H -1.60023 4.13594 -5.29343
H -3.41548 5.37871 -4.15556
H -4.70527 4.28046 -2.34623
H -4.18998 1.95237 -1.69973
```

Computed properties:
M = 1063.88 g mol⁻¹
expectation value of S² = 3.78
net charge = -1
E_tot = -88534.0115 eV
HOMO-LUMO gap (spin up / spin down) = 5.79 / 5.77 eV
multiplicity = 4
HOMO (spin up / spin down) = -4.0550 / -4.1277 eV

Atom charges from the Mulliken analysis, given in e for atoms 1 to 99: number 1, Re, carries 0.595; number 2, C, carries -0.876; number 3, C, carries -1.510; number 4, C, carries 0.636; number 5, C, carries 0.859; number 6, C, carries -1.091; number 7, C, carries -1.113; number 8, C, carries -0.121; number 9, C, carries -0.652; number 10, C, carries 0.004; number 11, C, carries 0.178; number 12, C, carries -1.004; number 13, C, carries -0.914; number 14, C, carries -0.130; number 15, C, carries 1.049; number 16, C, carries -1.282; number 17, C, carries 0.969; number 18, N, carries 0.703; number 19, C, carries -0.049; number 20, C, carries -0.516; number 21, C, carries -0.471; number 22, N, carries 1.064; number 23, C, carries 0.067; number 24, C, carries -0.314; number 25, C, carries -1.182; number 26, N, carries 0.888; number 27, C, carries 0.654; number 28, C, carries -0.143; number 29, C, carries -1.421; number 30, C, carries -0.937; number 31, C, carries -0.716; number 32, C, carries -1.242; number 33, C, carries 0.323; number 34, C, carries -0.792; number 35, C, carries -0.931; number 36, C, carries -0.926; number 37, C, carries -1.299; number 38, C, carries -1.177; number 39, N, carries 0.143; number 40, C, carries -1.187; number 41, C, carries -0.689; number 42, H, carries 0.415; number 43, H, carries -0.011; number 44, H, carries 0.304; number 45, H, carries 0.416; number 46, H, carries 0.516; number 47, H, carries 0.400; number 48, H, carries 0.398; number 49, H, carries 0.284; number 50, H, carries 0.465; number 51, H, carries 0.165; number 52, H, carries 0.452; number 53, H, carries 0.360; number 54, H, carries 0.335; number 55, H, carries 0.119; number 56, H, carries 0.424; number 57, H, carries 0.241; number 58, H, carries 0.478; number 59, H, carries 0.457; number 60, H, carries 0.883; number 61, H, carries 0.381; number 62, H, carries 0.574; number 63, H, carries 0.138; number 64, H, carries 0.413; number 65, H, carries 0.298; number 66, H, carries 0.299; number 67, H, carries 0.291; number 68, H, carries 0.251; number 69, H, carries 0.437; number 70, H, carries 0.325; number 71, H, carries 0.376; number 72, H, carries 0.479; number 73, H, carries 0.001; number 74, H, carries 0.426; number 75, H, carries 0.293; number 76, H, carries 0.323; number 77, H, carries 0.567; number 78, H, carries 0.213; number 79, H, carries 0.416; number 80, H, carries 0.300; number 81, H, carries 0.343; number 82, H, carries 0.320; number 83, H, carries 0.263; number 84, H, carries 0.460; number 85, H, carries -0.130; number 86, S, carries -0.381; number 87, C, carries 0.709; number 88, S, carries -0.571; number 89, C, carries 0.724; number 90, C, carries -0.143; number 91, N, carries -0.640; number 92, C, carries -0.155; number 93, N, carries -0.642; number 94, Te, carries -0.232; number 95, C, carries -0.071; number 96, C, carries -0.395; number 97, C, carries -0.531; number 98, C, carries -0.487; number 99, C, carries -0.465



[2]
C46H50BN8O3Pb as an isolated structure, computed with the ωB97M-V functional and the def2-TZVPD basis.

Structure (XYZ):
```
109
C46H50BN8O3Pb (the ωB97M-V functional and the def2-TZVPD basis)
Pb 0.19919 -0.45355 0.67429
C -5.42022 -0.22807 -1.03359
C -3.99940 -0.27952 -1.64048
C -3.69711 -0.94132 -2.82263
C -2.29035 -0.87363 -2.94997
N -1.77820 -0.26519 -1.87144
N -2.82851 0.17361 -1.05836
B -2.75547 1.38523 -0.06834
N -1.29926 2.21790 -0.41464
N -0.14716 1.69200 -1.02511
C 0.70946 2.75192 -1.16699
C 0.15459 3.94761 -0.70836
C -1.09203 3.55245 -0.18573
C -2.00616 4.35929 0.68890
C 1.90034 2.68391 -2.04942
C 2.34657 1.51616 -2.59827
C 3.10602 1.47678 -3.76417
C 3.40780 2.65000 -4.39938
C 3.18456 3.82901 -3.67540
C 2.43269 3.88643 -2.53021
N -2.71429 1.19860 1.47308
N -1.44672 1.12043 2.06804
C -1.68132 0.75065 3.35949
C -3.06998 0.89882 3.64897
C -3.68955 1.16308 2.43399
C -5.16921 1.39922 2.30019
C -0.69055 0.05591 4.18540
C -1.20632 -0.65701 5.29021
C -0.44927 -1.63221 5.90096
C 0.94474 -1.66191 5.63898
C 1.47465 -0.86918 4.64621
C 0.67843 0.01117 3.92023
C -1.48923 -1.35566 -4.07143
C -1.99968 -2.26822 -4.99682
C -1.29695 -2.47194 -6.18307
C -0.04734 -1.83693 -6.45900
C 0.47132 -1.05032 -5.45508
C -0.25235 -0.76434 -4.30709
H -5.94779 -1.18345 -1.40303
H -5.96726 0.67588 -1.46031
H -5.35067 -0.19115 0.03226
H -4.40097 -1.42418 -3.45242
H -3.63352 2.21011 -0.27980
H 0.65302 4.91628 -0.66083
H -1.48634 5.24046 1.00831
H -2.25441 3.76137 1.58896
H -2.90629 4.65432 0.14132
H 2.06991 0.56211 -2.12781
H 3.42948 0.55926 -4.20116
H 3.83163 2.69219 -5.41333
H 3.64289 4.79107 -3.91636
H 2.27854 4.82933 -2.03462
H -3.58937 0.90445 4.60287
H -5.57232 1.90740 3.20771
H -5.76418 0.50475 2.12362
H -5.37320 2.01700 1.42059
H -2.26445 -0.54373 5.51437
H -0.88528 -2.28815 6.64854
H 1.60251 -2.20609 6.30959
H 2.52774 -1.01164 4.38637
H 1.25817 0.82011 3.19129
H -2.94722 -2.77501 -4.81477
H -1.61440 -3.18156 -6.93937
H 0.45347 -1.97377 -7.41425
H 1.44150 -0.60991 -5.57173
H 0.20946 -0.06026 -3.63281
C -2.91578 -4.16926 -0.66970
C -1.66059 -3.36566 -0.39814
N -1.67372 -2.38373 0.47693
O -2.91333 -2.18872 1.10456
C -0.36314 -3.56078 -1.07316
C -0.07129 -4.50731 -2.13259
N 0.56543 -2.68115 -0.67001
O 1.71584 -2.77822 -1.22877
H -3.72497 -3.56501 -1.09683
H -3.32609 -4.42531 0.31552
H -2.76119 -5.03991 -1.30239
H -2.72386 -1.53132 1.80293
H -0.50337 -4.14657 -3.09908
H -0.45873 -5.52172 -2.00649
H 1.01632 -4.53275 -2.28294
C 3.04984 3.36151 1.59447
C 3.08456 1.89528 2.05849
C 3.78639 1.83030 3.49807
C 1.63170 1.44855 2.14359
C 3.86703 1.07063 1.09097
C 3.92880 -0.31493 1.18557
C 4.40017 -1.07943 0.13781
C 4.99777 -0.45205 -0.97828
C 5.16338 0.90953 -1.00330
C 4.58769 1.69938 0.00583
H 2.51153 4.00442 2.35070
H 2.61508 3.47285 0.55598
H 4.06224 3.76960 1.59040
H 3.11825 2.37645 4.22739
H 4.72788 2.35701 3.44427
H 4.03939 0.81764 3.92183
H 0.88824 2.29433 2.03050
H 3.58297 -0.90690 2.05463
H 4.24951 -2.12645 0.10053
H 5.40171 -1.10830 -1.77306
H 5.66246 1.36740 -1.88314
H 4.70967 2.80411 0.00587
C 0.30043 -4.24024 3.22412
C 1.02386 -3.11462 2.61576
O 2.14081 -2.90821 2.24709
H 1.02665 -4.82490 3.80479
H -0.20781 -4.86421 2.47874
H -0.48606 -3.84968 3.88340
```

Computed properties:
M = 980.97 g mol⁻¹
net charge = -1
E_tot = -72493.6346 eV
ΔE to the lowest compared entry with this formula, charge and spin = 328.7 kJ/mol
HOMO-LUMO gap (spin up / spin down) = 5.76 / 5.78 eV
multiplicity = 1
HOMO (spin up / spin down) = -3.3605 / -3.5372 eV

Atom charges from the Mulliken analysis, given in e for atoms 1 to 99: number 1, Pb, carries 1.799; number 2, C, carries -1.294; number 3, C, carries 0.364; number 4, C, carries -1.148; number 5, C, carries -0.165; number 6, N, carries 0.059; number 7, N, carries 0.506; number 8, B, carries -0.853; number 9, N, carries 0.270; number 10, N, carries -0.061; number 11, C, carries -0.082; number 12, C, carries -0.776; number 13, C, carries 0.184; number 14, C, carries -1.670; number 15, C, carries 1.518; number 16, C, carries -0.247; number 17, C, carries -0.599; number 18, C, carries -0.988; number 19, C, carries -0.486; number 20, C, carries -1.140; number 21, N, carries 1.114; number 22, N, carries 0.347; number 23, C, carries -0.336; number 24, C, carries -1.231; number 25, C, carries 0.748; number 26, C, carries -1.883; number 27, C, carries 0.737; number 28, C, carries -1.270; number 29, C, carries -0.718; number 30, C, carries -0.488; number 31, C, carries -0.605; number 32, C, carries 0.949; number 33, C, carries 0.789; number 34, C, carries -0.691; number 35, C, carries -0.623; number 36, C, carries -0.688; number 37, C, carries -0.238; number 38, C, carries 0.102; number 39, H, carries 0.399; number 40, H, carries 0.263; number 41, H, carries -0.010; number 42, H, carries 0.500; number 43, H, carries -0.093; number 44, H, carries 0.335; number 45, H, carries 0.468; number 46, H, carries 0.193; number 47, H, carries 0.290; number 48, H, carries 0.715; number 49, H, carries 0.713; number 50, H, carries 0.376; number 51, H, carries 0.348; number 52, H, carries 0.297; number 53, H, carries 0.486; number 54, H, carries 0.432; number 55, H, carries 0.307; number 56, H, carries 0.361; number 57, H, carries 0.207; number 58, H, carries 0.438; number 59, H, carries 0.388; number 60, H, carries 0.117; number 61, H, carries -0.307; number 62, H, carries 0.351; number 63, H, carries 0.347; number 64, H, carries 0.404; number 65, H, carries 0.369; number 66, H, carries 0.158; number 67, C, carries -1.678; number 68, C, carries 0.165; number 69, N, carries 0.764; number 70, O, carries -0.722; number 71, C, carries -0.104; number 72, C, carries -1.719; number 73, N, carries 0.871; number 74, O, carries -0.823; number 75, H, carries 0.206; number 76, H, carries 0.355; number 77, H, carries 0.395; number 78, H, carries 0.244; number 79, H, carries 0.169; number 80, H, carries 0.411; number 81, H, carries 0.405; number 82, C, carries -2.469; number 83, C, carries 3.134; number 84, C, carries -1.800; number 85, C, carries -0.753; number 86, C, carries -0.202; number 87, C, carries 0.408; number 88, C, carries -0.587; number 89, C, carries -0.413; number 90, C, carries -0.740; number 91, C, carries -0.167; number 92, H, carries 0.416; number 93, H, carries 0.269; number 94, H, carries 0.640; number 95, H, carries 0.365; number 96, H, carries 0.510; number 97, H, carries 0.185; number 98, H, carries 0.077; number 99, H, carries 0.025